[1]
A molecular structure, C28H24ClN6O2PtS, computed with ωB97M-V/def2-TZVPD.

Last column: natural (NBO) charge in e.
Geometry (Å):
Pt  0.3205  0.1323  -0.1246  1.413
C  1.1837  2.6929  -3.7293  -0.198
C  0.6104  3.9205  -3.4376  -0.094
C  -0.1014  4.0723  -2.2586  -0.178
C  -0.2058  2.9955  -1.3788  0.159
N  0.4130  1.8373  -1.6528  -0.413
C  1.0689  1.6757  -2.7890  0.074
C  -1.0073  3.0209  -0.1458  0.193
C  -1.8746  4.0549  0.2142  -0.178
C  -2.6211  3.9287  1.3762  -0.086
C  -2.5016  2.7842  2.1499  -0.179
C  -1.6218  1.7833  1.7331  0.191
N  -0.9017  1.9360  0.6219  -0.353
C  -1.3896  0.5328  2.4694  0.152
C  -2.1204  0.1536  3.5936  -0.185
C  -1.7316  -0.9712  4.3031  -0.100
C  -0.6411  -1.7052  3.8648  -0.203
C  -0.0197  -1.3202  2.6837  0.084
N  -0.3911  -0.2400  2.0217  -0.429
H  1.7130  2.5201  -4.6527  0.268
H  0.7090  4.7461  -4.1256  0.267
H  -0.5568  5.0199  -2.0257  0.256
H  1.5047  0.7017  -2.9703  0.241
H  -1.9766  4.9358  -0.3998  0.262
H  -3.3045  4.7110  1.6725  0.271
H  -3.0757  2.6858  3.0568  0.261
H  -2.9733  0.7301  3.9096  0.253
H  -2.2650  -1.2643  5.1955  0.266
H  -0.2796  -2.5620  4.4109  0.269
H  0.7853  -1.9095  2.2678  0.256
Cl  3.5622  -3.5451  -0.3406  0.002
C  2.1106  -3.4860  -1.3803  -0.465
C  1.3916  -2.2119  -0.9944  0.792
O  1.6486  -1.1443  -1.6159  -0.737
O  0.6167  -2.1922  -0.0259  -0.662
H  1.5031  -4.3642  -1.1711  0.265
H  2.4376  -3.4604  -2.4177  0.254
N  -1.6700  -0.4277  -1.0340  -0.533
C  -2.5472  -1.1791  -1.0207  0.547
C  -3.6128  -2.0738  -0.9155  -0.209
C  -3.7522  -2.7483  0.3127  -0.154
C  -4.7876  -3.6507  0.4800  -0.191
C  -5.6819  -3.8881  -0.5570  -0.116
C  -5.5437  -3.2230  -1.7713  -0.190
C  -4.5131  -2.3136  -1.9608  -0.137
H  -3.0462  -2.5569  1.1088  0.214
H  -4.8934  -4.1770  1.4162  0.244
H  -6.4878  -4.5908  -0.4187  0.251
H  -6.2382  -3.4189  -2.5732  0.254
H  -4.4077  -1.7891  -2.8974  0.240
C  5.7447  0.9252  1.8182  -0.427
N  5.3407  0.5152  0.5052  -0.285
C  6.1569  0.2866  -0.5483  -0.023
C  5.3800  -0.1257  -1.6062  -0.043
N  4.0974  -0.1284  -1.1750  -0.482
C  4.0645  0.2660  0.1170  0.188
S  2.6923  0.4743  1.0945  0.123
H  6.8275  1.0115  1.8586  0.260
H  5.4168  0.1927  2.5562  0.237
H  5.3014  1.8884  2.0727  0.238
H  7.2199  0.4211  -0.5000  0.268
H  5.6587  -0.3995  -2.6060  0.265
H  3.2654  -0.4834  -1.6669  0.472

The orbital gap (alpha / beta) comes out at 4.9 / 4.9 eV. For the energy above the lowest of the compared OMol25 structures with the same formula, charge and spin, the calculation gives 3.619 eV. The charge is +3.



[2]
A molecular structure, C28H24F6N6O8S2Ti, computed with ωB97M-V/def2-TZVPD.

Last column: Löwdin spin population.
Geometry (Å):
Ti  0.8698  0.5407  0.0514  0.880
C  -1.2689  2.8409  -0.6007  0.002
C  -0.5745  3.0451  -1.9386  0.001
C  0.9372  2.9762  -2.0323  0.004
C  1.5600  3.8406  -2.9215  0.000
C  2.9108  3.7212  -3.1829  0.003
C  3.6207  2.7126  -2.5561  0.000
C  2.9535  1.9040  -1.6633  0.006
N  1.6448  2.0404  -1.3740  0.006
N  -1.2792  1.4318  -0.1255  0.002
C  -1.6294  1.3931  1.3228  0.001
C  -0.5246  2.0243  2.1506  0.000
C  -0.7257  2.3524  3.4703  0.000
C  0.2601  3.0848  4.1154  0.000
C  1.3882  3.4852  3.4093  0.000
C  1.5389  3.0581  2.1095  0.001
N  0.6114  2.3168  1.4897  0.000
C  -2.3658  0.7602  -0.8951  0.001
C  -2.4395  -0.7478  -0.9814  0.001
C  -2.9936  -1.3041  -2.1285  0.000
C  -3.1002  -2.6814  -2.2149  0.001
C  -2.6623  -3.4545  -1.1497  0.000
C  -2.1549  -2.8071  -0.0378  0.000
N  -2.0372  -1.4780  0.0490  0.002
H  -2.3066  3.1740  -0.6922  0.000
H  -0.7974  3.4709  0.1431  0.000
H  -0.8648  4.0350  -2.2877  0.000
H  -0.9623  2.3441  -2.6830  0.000
H  0.9670  4.5962  -3.4205  0.000
H  3.3976  4.3978  -3.8732  0.000
H  4.6733  2.5499  -2.7429  0.000
H  3.4815  1.1129  -1.1511  0.001
H  -1.7864  0.3530  1.5963  0.000
H  -2.5624  1.9370  1.5003  0.000
H  -1.6362  2.0532  3.9740  0.000
H  0.1472  3.3483  5.1590  0.000
H  2.1615  4.0814  3.8717  0.000
H  2.4211  3.3084  1.5314  0.000
H  -2.3049  1.1373  -1.9110  0.000
H  -3.3166  1.1135  -0.4815  0.000
H  -3.3438  -0.6679  -2.9337  0.000
H  -3.5230  -3.1441  -3.0977  0.000
H  -2.7179  -4.5348  -1.1729  0.000
H  -1.8252  -3.3758  0.8236  0.000
O  0.3426  -0.2580  -1.5770  -0.002
C  0.8102  -1.1985  -2.2429  0.040
C  1.9637  -1.9295  -1.8931  0.002
C  2.3020  -3.0511  -2.6758  0.010
C  3.3699  -3.7942  -2.3086  -0.001
C  4.1447  -3.4725  -1.1829  0.014
C  3.8396  -2.3775  -0.4198  -0.002
C  2.7356  -1.5807  -0.7595  0.011
O  2.4060  -0.5199  -0.0510  -0.007
N  3.7159  -4.9922  -3.1114  0.000
O  3.0105  -5.2450  -4.0633  0.000
O  4.6682  -5.6417  -2.7444  -0.001
H  0.2722  -1.4633  -3.1573  0.001
H  1.7204  -3.3255  -3.5476  0.000
H  4.9831  -4.1070  -0.9302  0.001
H  4.4139  -2.1348  0.4600  0.000
F  -1.2080  -1.7554  3.4194  0.000
C  0.0337  -2.1813  3.6430  0.000
F  0.0314  -3.4977  3.7659  0.000
F  0.5001  -1.6216  4.7424  0.000
S  1.1237  -1.7609  2.1953  0.003
O  0.4479  -0.5064  1.7017  0.015
O  1.0367  -2.8586  1.2816  0.001
N  2.5324  -1.6159  2.8021  0.001
S  3.0642  -0.3725  3.6671  0.000
O  2.0939  0.6820  3.7825  0.000
O  3.7622  -0.8737  4.8023  0.000
C  4.3813  0.3387  2.6073  0.000
F  5.1868  1.0292  3.3917  0.000
F  5.0740  -0.6136  1.9875  0.000
F  3.8587  1.1555  1.6851  0.001

As for the spin multiplicity: 2. The orbital gap (alpha / beta) comes out at 7.8 / 8.3 eV. For the energy above the lowest of the compared OMol25 structures with the same formula, charge and spin, the calculation gives 0.734 eV. The charge is +1.



[3]
A molecular structure, C28H24I2N3NiO4S, computed with ωB97M-V/def2-TZVPD.

Last column: natural (NBO) charge in e.
Geometry (Å):
Ni  0.2173  -0.6890  0.6765  1.215
C  -0.6502  -7.3418  0.0327  -0.632
C  -1.1075  -5.9338  -0.2337  -0.023
C  -1.5238  -5.5429  -1.4990  -0.231
C  -1.8990  -4.2296  -1.7571  -0.174
C  -1.8562  -3.2904  -0.7409  -0.343
C  -1.4802  -3.6756  0.5407  -0.171
C  -1.1059  -4.9832  0.7866  -0.180
S  -2.2131  -1.5753  -1.0529  2.349
O  -2.8938  -1.0851  0.1153  -0.958
O  -2.9040  -1.5240  -2.3215  -0.984
N  -0.7745  -0.8736  -1.1054  -0.996
C  0.0651  -1.0338  -2.1985  0.177
C  -0.2137  -1.6577  -3.3992  -0.244
C  0.7366  -1.7187  -4.4391  -0.187
C  1.9734  -1.1555  -4.3333  -0.263
C  2.3131  -0.5033  -3.1237  -0.098
C  3.5632  0.1221  -2.9165  -0.135
C  3.8368  0.7359  -1.7291  -0.278
C  2.8537  0.7000  -0.7197  0.049
N  1.6982  0.1155  -0.8796  -0.467
C  1.3865  -0.4642  -2.0624  0.211
H  -1.1416  -8.0513  -0.6343  0.207
H  -0.8601  -7.6368  1.0614  0.210
H  0.4284  -7.4311  -0.1225  0.226
H  -1.5444  -6.2723  -2.3015  0.200
H  -2.2222  -3.9305  -2.7443  0.228
H  -1.4758  -2.9439  1.3388  0.234
H  -0.7888  -5.2706  1.7836  0.200
H  -1.1911  -2.0767  -3.5676  0.229
H  0.4559  -2.2261  -5.3551  0.200
H  2.6900  -1.1916  -5.1446  0.199
H  4.2943  0.1071  -3.7174  0.203
H  4.7841  1.2256  -1.5461  0.209
H  3.0342  1.1524  0.2514  0.192
I  2.4619  -5.0554  -0.9704  0.143
C  2.3179  -4.2161  0.9206  -0.270
C  2.9216  -4.8310  2.0295  -0.226
C  2.8286  -4.3052  3.2942  -0.212
I  3.7503  -5.3075  4.8736  0.097
C  2.0955  -3.1085  3.5155  -0.134
C  1.8935  -2.4477  4.7486  -0.142
C  1.1428  -1.3046  4.7974  -0.258
C  0.5792  -0.7830  3.6176  0.066
N  0.7602  -1.3777  2.4646  -0.459
C  1.4990  -2.5117  2.3939  0.162
C  1.5945  -3.0342  1.0556  0.340
O  1.0025  -2.3924  0.1281  -0.729
H  3.4744  -5.7479  1.8727  0.228
H  2.3374  -2.8548  5.6483  0.221
H  0.9778  -0.7908  5.7346  0.217
H  -0.0045  0.1288  3.5845  0.250
C  -0.1809  3.2041  1.6520  -0.612
C  -0.5310  2.0167  0.7617  0.101
C  -1.9798  2.0957  0.2936  -0.628
O  -0.2772  0.8499  1.4871  -0.858
H  -0.2910  4.1511  1.1166  0.189
H  0.8485  3.1201  2.0069  0.197
H  -0.8414  3.2206  2.5236  0.192
H  0.1118  2.0673  -0.1321  0.142
H  -2.6476  2.1178  1.1595  0.191
H  -2.2314  1.2171  -0.2948  0.238
H  -2.1571  2.9908  -0.3115  0.181

The orbital gap (alpha / beta) comes out at 6.7 / 6.7 eV. For the energy above the lowest of the compared OMol25 structures with the same formula, charge and spin, the calculation gives 0.038 eV. The charge is -1.



[4]
A molecular structure, C28H24N2O4S2Ti, computed with ωB97M-V/def2-TZVPD.

Last column: natural (NBO) charge in e.
Geometry (Å):
Ti  0.1862  -0.2664  -0.3653  1.600
O  1.9029  0.0506  0.4892  -0.775
C  2.5324  1.3928  -0.0898  0.168
C  1.2611  2.0631  -0.6529  0.739
O  0.9139  3.1841  -0.5166  -0.464
O  0.5126  1.1586  -1.4329  -0.701
C  3.2101  2.0417  1.0669  -0.067
C  4.5295  1.6706  1.3439  -0.198
C  5.1711  2.1565  2.4694  -0.201
C  4.5071  3.0253  3.3228  -0.138
C  3.1956  3.3963  3.0565  -0.202
C  2.5435  2.9015  1.9406  -0.182
C  3.4091  1.0314  -1.2672  -0.137
C  4.1833  2.0649  -1.7975  -0.138
C  4.9637  1.8381  -2.9177  -0.195
C  4.9868  0.5841  -3.5108  -0.168
C  4.2201  -0.4434  -2.9861  -0.183
C  3.4213  -0.2214  -1.8716  -0.215
H  2.6206  -0.4721  0.8824  0.560
H  5.0673  1.0162  0.6692  0.232
H  6.1926  1.8678  2.6734  0.241
H  5.0124  3.4174  4.1948  0.239
H  2.6805  4.0766  3.7201  0.235
H  1.5251  3.2082  1.7519  0.220
H  4.1809  3.0420  -1.3307  0.228
H  5.5630  2.6424  -3.3216  0.241
H  5.6059  0.4087  -4.3797  0.241
H  4.2412  -1.4247  -3.4394  0.236
H  2.8405  -1.0518  -1.4865  0.203
C  -2.6902  1.0254  -2.2757  -0.421
N  -2.6022  2.0764  -1.2676  -0.294
C  -2.9500  3.3952  -1.4758  -0.039
C  -2.7387  4.0595  -0.3179  -0.031
N  -2.2599  3.1353  0.5771  -0.467
C  -2.1772  1.9323  -0.0084  0.267
S  -1.7024  0.4796  0.8226  -0.073
H  -3.5419  1.2346  -2.9166  0.251
H  -2.8455  0.0714  -1.7771  0.240
H  -1.7761  1.0115  -2.8689  0.237
H  -3.3201  3.7344  -2.4269  0.264
H  -2.8875  5.0909  -0.0539  0.268
H  -2.0043  3.3083  1.5370  0.457
C  0.6841  -11.4209  -0.2426  -0.727
C  0.7004  -9.9203  -0.1770  0.461
O  1.5607  -9.2616  0.3274  -0.525
S  -0.7278  -9.2182  -1.0412  0.255
C  -0.5008  -7.4798  -0.9167  -0.095
C  -0.0806  -6.8394  0.2534  -0.210
C  0.0289  -5.4690  0.2827  -0.126
C  -0.2938  -4.7123  -0.8531  -0.165
C  -0.7386  -5.3542  -2.0242  -0.132
C  -0.8380  -6.7264  -2.0473  -0.219
C  -0.1835  -3.3149  -0.8499  0.282
C  -0.0924  -2.0846  -0.8603  -0.611
H  1.3344  -11.8090  0.5367  0.259
H  1.0644  -11.7287  -1.2181  0.261
H  -0.3265  -11.8120  -0.1321  0.245
H  0.1540  -7.4179  1.1314  0.257
H  0.3523  -4.9727  1.1877  0.227
H  -0.9879  -4.7702  -2.8989  0.234
H  -1.1651  -7.2277  -2.9481  0.247

The orbital gap comes out at 5.6 eV. For the energy above the lowest of the compared OMol25 structures with the same formula, charge and spin, the calculation gives 0.000 eV. The charge is +2.



[5]
2 unconnected molecules or ions with the total composition C28H24N3O3, computed with ωB97M-V/def2-TZVPD.

Last column: natural (NBO) charge in e.
Geometry (Å):
C  -5.7858  3.2285  1.2614  -0.256
O  -5.1418  2.0093  1.7095  -0.497
C  -3.7898  1.9163  1.6402  0.349
C  -3.2104  0.6633  1.9683  -0.273
C  -1.8755  0.4458  1.7447  -0.107
C  -1.0340  1.4710  1.2478  -0.174
C  0.3775  1.2069  1.0755  0.011
C  1.3589  2.1517  1.2911  -0.358
C  2.7480  1.8455  1.3877  0.303
N  3.8955  1.6973  1.5747  -0.313
C  1.0889  3.4933  1.6817  0.293
N  0.9657  4.6050  2.0375  -0.335
C  -1.6141  2.7303  0.9808  -0.068
C  -2.9633  2.9591  1.1656  -0.332
H  -6.8428  3.0496  1.4633  0.198
H  -5.4335  4.1024  1.8278  0.179
H  -5.6263  3.3881  0.1857  0.187
H  -3.8607  -0.1069  2.3700  0.225
H  -1.4316  -0.5242  1.9670  0.233
H  0.6766  0.1681  0.9329  0.264
H  -1.0081  3.5548  0.6186  0.208
H  -3.3813  3.9385  0.9262  0.213
C  0.5255  3.8177  -3.2697  -0.621
C  -0.3601  2.9606  -2.4147  -0.071
O  0.2409  1.6393  -2.4127  -0.536
C  -0.5480  0.6239  -1.9908  0.728
C  0.3101  -0.5577  -1.8844  -0.196
N  0.1035  -1.4244  -0.9616  -0.379
C  0.9691  -2.2840  -0.4291  -0.080
C  0.3732  -3.5057  0.0965  0.058
C  1.0558  -4.3818  0.9641  -0.264
C  0.5266  -5.6453  1.2312  -0.223
C  -0.7425  -5.9989  0.7453  -0.286
C  -1.5002  -5.0616  0.0231  -0.218
C  -0.9420  -3.8249  -0.2988  -0.246
C  2.4067  -1.9599  -0.4126  -0.046
C  3.4253  -2.9432  -0.3823  -0.202
C  4.7661  -2.5794  -0.2166  -0.233
C  5.1469  -1.2333  -0.2967  -0.268
C  4.1659  -0.2695  -0.5361  -0.187
C  2.8163  -0.6138  -0.5304  -0.235
O  -1.7362  0.6845  -1.7469  -0.646
H  0.2383  4.8556  -3.1171  0.202
H  1.5795  3.6860  -3.0128  0.218
H  0.3864  3.5548  -4.3214  0.205
H  -0.3756  3.3126  -1.3769  0.169
H  -1.3811  2.9014  -2.8104  0.196
H  1.1013  -0.6328  -2.6485  0.160
H  1.9970  -4.0564  1.4042  0.213
H  1.1150  -6.3632  1.8063  0.196
H  -1.1455  -6.9990  0.9260  0.193
H  -2.5144  -5.2869  -0.3107  0.198
H  -1.5076  -3.1061  -0.8911  0.233
H  3.1474  -3.9914  -0.4924  0.205
H  5.5182  -3.3490  -0.0299  0.195
H  6.1897  -0.9268  -0.1731  0.200
H  4.4509  0.7697  -0.6926  0.209
H  2.0856  0.1948  -0.5944  0.210

The orbital gap comes out at 4.2 eV. The charge is -1.



[6]
2 unconnected molecules or ions with the total composition C28H24NO, computed with ωB97M-V/def2-TZVPD.

Last column: natural (NBO) charge in e.
Geometry (Å):
C  5.8241  -0.0040  3.0010  -0.205
C  5.1838  1.2407  3.0207  -0.210
C  3.7926  1.3040  3.0575  -0.211
C  3.0174  0.1366  3.1563  -0.064
C  1.5396  0.3200  3.4392  0.507
C  0.6985  -0.8141  3.5196  -0.316
N  -0.6631  -0.7769  3.2607  -0.248
C  -1.3843  0.3953  3.2040  0.012
C  -2.7760  0.3915  3.0908  -0.013
C  -3.4813  -0.8627  2.9918  -0.085
C  -4.8883  -0.8591  2.8943  -0.173
C  -5.6038  0.3335  2.8922  -0.186
C  -4.9186  1.5642  2.9889  -0.194
C  -3.5354  1.5982  3.0842  -0.190
C  -2.6941  -2.0382  3.0027  -0.174
C  -1.3355  -1.9878  3.1351  -0.012
O  1.1332  1.4823  3.6876  -0.702
C  3.6608  -1.1052  3.0458  -0.209
C  5.0597  -1.1750  2.9889  -0.226
H  6.9156  -0.0615  2.9830  0.224
H  5.7617  2.1661  3.0114  0.222
H  3.2936  2.2722  3.0569  0.242
H  1.1111  -1.8134  3.6464  0.200
H  -0.8223  1.3184  3.3014  0.275
H  -5.4017  -1.8212  2.8268  0.225
H  -6.6929  0.3198  2.8229  0.234
H  -5.4900  2.4913  2.9927  0.233
H  -2.9874  2.5420  3.1536  0.225
H  -3.1734  -3.0132  2.9041  0.240
H  -0.6946  -2.8676  3.1507  0.228
H  3.0575  -2.0122  3.0161  0.208
H  5.5453  -2.1529  2.9347  0.223
C  0.1876  -1.1341  6.9416  -0.499
C  -1.2852  -0.6536  7.2131  -0.474
C  -1.1959  0.8324  7.0604  0.064
C  0.0885  1.2254  6.7234  -0.299
C  0.9497  0.1140  6.6473  0.315
C  2.3793  0.1622  6.5667  -0.106
C  3.0678  1.4012  6.4935  -0.118
C  4.4532  1.4413  6.4509  -0.209
C  5.1946  0.2539  6.4694  -0.104
C  4.5379  -0.9777  6.5614  -0.220
C  3.1519  -1.0290  6.6209  -0.127
H  0.5722  -1.6347  7.8416  0.262
H  0.2455  -1.8562  6.1153  0.268
H  -1.9826  -1.1026  6.4904  0.256
H  -1.5909  -0.9720  8.2240  0.259
H  -2.0438  1.4963  7.2252  0.240
H  0.4108  2.2492  6.5541  0.256
H  2.4937  2.3308  6.4596  0.227
H  4.9617  2.4057  6.3800  0.238
H  6.2827  0.2887  6.4053  0.237
H  5.1076  -1.9098  6.5771  0.237
H  2.6410  -1.9926  6.7080  0.220

The orbital gap comes out at 4.8 eV. For the energy above the lowest of the compared OMol25 structures with the same formula, charge and spin, the calculation gives 0.875 eV. The charge is +1.



Results for max |F|: 6.0; 2.4; 1.1; 0.8; 3.1; 1.8 (in eV Å⁻¹, following the order of the records).
Results for total energy: -2537.1383; -4256.7283; -4048.6394; -3137.1746; -1471.3229; -1211.0874 (in hartree, following the order of the records).